C2H6ClO2P | ωB97M-V/def2-TZVPD

Results
largest force on an atom: 3.97 eV Å⁻¹
molar mass: 128.5 g mol⁻¹
E_LUMO (spin up / spin down): 0.77 / -2.78 eV
spin multiplicity: 3
energy above the lowest of the compared OMol25 structures with the same formula, charge and spin: 72.2 kJ/mol

Positions of all 12 atoms, in Å:
H (-0.673, 0.970, -1.482)
Cl (4.395, 0.717, 0.204)
H (2.143, -1.418, -1.260)
H (-1.235, -1.094, 0.153)
C (-0.926, -0.082, 0.507)
C (-0.089, 0.730, -0.563)
H (-0.151, 1.820, -0.287)
O (1.042, 0.129, -0.987)
H (-0.246, -0.234, 1.279)
O (3.092, -1.440, -0.792)
H (-1.740, 0.587, 0.705)
P (2.838, -0.494, 0.456)